Arrangement A

Here is 11 unconnected molecules or ions with the total composition C27H80N10O15 from the OMol25 dataset. Energies are from ωB97M-V with the def2-TZVPD basis set.

CARTESIAN COORDINATES (ANGSTROEM)
O -19.405 3.381 3.022
O -21.077 13.983 2.704
O -17.721 8.464 3.289
O -22.779 12.008 1.894
O -27.262 7.042 2.987
O -17.165 16.073 3.967
O -18.307 6.812 -0.012
O -16.211 7.671 5.332
O -23.941 7.899 7.185
O -23.422 3.608 7.285
O -22.786 13.066 7.841
O -17.816 7.912 7.708
O -22.642 9.250 3.898
O -20.738 11.894 -0.227
O -20.031 12.352 7.133
N -20.972 7.886 4.616
N -25.640 8.943 8.171
N -25.131 9.418 6.130
N -20.536 5.226 2.680
N -19.770 4.800 4.660
N -20.461 9.622 3.412
N -20.800 14.825 -0.296
N -19.263 14.349 4.699
N -22.490 5.778 5.572
N -24.413 9.172 1.676
C -23.641 3.406 8.639
C -20.222 12.675 -1.327
C -21.449 8.957 4.030
C -18.163 12.446 3.468
C -18.008 13.830 4.116
C -21.158 10.547 -0.644
C -27.585 7.373 4.333
C -16.112 16.837 3.371
C -25.956 7.454 2.641
C -26.603 8.957 0.717
C -17.917 6.879 6.730
C -25.785 8.861 2.015
C -22.402 12.205 6.710
C -23.044 12.620 3.117
C -19.782 14.097 -0.962
C -17.459 14.922 3.196
C -17.536 7.471 2.203
C -18.452 14.162 -0.187
C -24.356 4.496 6.566
C -23.278 3.848 4.312
C -18.600 7.630 1.131
C -22.404 14.014 3.170
C -23.659 4.954 5.296
C -21.101 11.442 6.980
C -16.571 6.503 6.051
C -19.844 4.427 3.391
C -24.884 8.696 7.151
H -22.219 12.863 5.860
H -18.261 5.949 7.184
H -25.224 3.931 6.225
H -16.619 5.573 5.485
H -20.072 7.530 4.325
H -21.052 12.853 -2.010
H -25.582 8.421 9.034
H -23.064 14.700 2.638
H -20.644 5.095 5.073
H -22.748 6.451 6.279
H -18.601 8.696 0.907
H -21.826 10.041 0.052
H -20.326 9.878 -0.866
H -20.986 14.233 0.501
H -18.394 13.479 0.660
H -18.167 15.128 0.230
H -22.505 14.316 4.213
H -19.616 14.564 -1.933
H -19.515 7.301 1.624
H -25.615 6.753 1.879
H -23.230 11.577 6.383
H -16.579 14.492 2.718
H -26.387 9.607 8.024
H -18.201 15.183 2.441
H -20.443 13.932 3.422
H -16.498 7.546 1.879
H -15.889 17.757 3.911
H -21.611 10.588 -1.635
H -21.155 5.914 3.084
H -17.260 13.727 4.902
H -20.799 4.804 1.801
H -17.156 12.278 3.085
H -18.593 11.641 4.063
H -24.340 10.078 1.235
H -26.039 9.695 2.668
H -19.117 15.337 4.850
H -20.907 10.846 6.088
H -19.359 11.674 7.228
H -21.736 7.346 4.995
H -25.203 7.375 3.426
H -17.670 13.804 -0.857
H -22.267 13.868 7.750
H -21.154 10.772 7.839
H -27.632 8.662 0.924
H -17.298 7.466 8.383
H -19.403 12.101 -1.760
H -23.129 4.255 9.091
H -17.203 8.074 3.997
H -25.913 10.030 6.318
H -26.245 8.382 -0.136
H -26.526 9.980 0.349
H -18.630 7.095 5.934
H -17.930 5.984 0.296
H -15.866 6.330 6.865
H -23.201 2.456 8.942
H -16.425 16.990 2.338
H -17.448 6.496 2.683
H -22.500 12.062 3.880
H -20.753 10.385 2.818
H -22.645 4.115 3.465
H -20.486 15.665 0.167
H -28.578 7.029 4.622
H -21.929 5.153 6.134
H -22.801 3.067 4.904
H -19.540 9.210 3.370
H -24.248 3.448 4.019
H -24.527 9.274 5.334
H -24.372 5.681 4.908
H -24.676 5.393 7.097
H -15.767 8.269 5.937
H -15.174 16.289 3.284
H -23.901 9.191 2.546
H -19.092 4.178 5.075
H -26.866 6.897 5.001
H -18.815 12.556 2.601
H -21.914 12.367 1.681
H -24.717 3.418 8.815
H -27.639 8.455 4.450
H -24.096 12.631 3.401
H -19.431 13.895 5.586

SMILES: COC[C@H](C)N.COC[C@H](C)N.COC[C@H](C)N.COC[C@H](C)N.NC(N)=O.NC(N)=O.NC(N)=O.OCCO.OCCO.OCCO.OCCO
Total charge: 0
HOMO-LUMO gap (eV): 8.4

---

Arrangement B

Here is 11 unconnected molecules or ions with the total composition C27H80N10O15 from the OMol25 dataset. Energies are from ωB97M-V with the def2-TZVPD basis set.

CARTESIAN COORDINATES (ANGSTROEM)
O 2.502 -1.373 -0.193
O 0.446 -0.325 -1.933
O -0.863 1.227 4.604
O -4.951 -0.090 -2.778
O 5.860 -0.446 0.536
O 4.496 -5.292 1.870
O 0.899 -3.326 -2.677
O -2.178 1.453 2.262
O 3.630 -5.347 -3.693
O 2.279 -0.117 4.097
O 3.501 2.396 -1.470
O -4.535 1.436 4.221
O -0.999 3.412 0.337
O 1.520 2.422 3.396
O -1.923 -4.766 1.462
N 0.354 -1.221 4.385
N -2.180 0.178 -3.707
N 3.926 -0.346 -2.468
N 4.576 -3.179 0.984
N 4.387 1.152 1.081
N 4.996 -0.515 2.667
N 2.358 -2.366 4.235
N 2.524 -4.187 1.247
N -2.510 6.738 1.124
N -3.785 -1.974 -0.049
C 2.688 -4.302 -3.953
C 0.379 3.072 0.241
C -2.502 -3.501 1.311
C -4.503 1.231 -3.099
C 5.091 0.004 1.369
C -3.544 5.189 -0.449
C -2.458 2.598 -3.401
C 3.440 0.777 -3.348
C 1.972 -4.173 -2.552
C -6.395 -0.219 -3.052
C -1.140 4.896 0.277
C 1.349 -0.638 0.309
C -1.020 -4.846 2.555
C 3.933 -4.343 1.361
C -0.236 2.382 5.118
C 0.215 -0.837 -0.638
C 0.519 3.185 4.019
C -2.596 5.303 0.705
C -2.458 -3.816 -1.280
C -3.444 0.741 2.185
C 1.684 -1.184 4.218
C -2.967 1.234 -2.921
C 2.723 1.798 -2.426
C 4.647 3.072 -1.871
C -3.293 -3.333 -0.044
C -4.076 0.283 3.500
C 2.586 0.274 -4.454
H 0.952 3.478 1.088
H -2.447 7.276 0.289
H -1.150 1.539 3.704
H 1.414 -5.091 -2.252
H 3.835 1.576 1.848
H -2.958 -3.683 -2.251
H -2.844 4.689 1.606
H -4.524 5.621 -0.253
H 4.164 1.201 0.121
H 1.697 0.344 0.606
H -0.290 -4.076 2.439
H 0.839 3.395 -0.703
H 4.148 -0.413 3.261
H 2.192 -3.536 0.542
H -1.696 -2.725 1.399
H 1.898 1.206 -1.955
H -0.489 -5.807 2.549
H -2.775 3.360 -2.645
H -1.569 -3.181 -1.218
H -1.507 -4.715 3.440
H -3.056 -1.494 -0.570
H -0.129 -0.347 4.571
H -0.215 3.463 3.213
H 1.665 -0.065 -4.046
H 2.111 -5.065 1.116
H -6.969 0.504 -2.399
H -3.307 -0.200 1.619
H -1.939 2.058 1.500
H 1.032 -1.107 1.256
H 3.351 -2.243 4.217
H -1.315 2.636 -3.518
H 2.937 -0.859 -0.938
H -0.348 -0.378 -2.489
H -6.583 -1.238 -2.699
H -3.638 4.252 -1.005
H -0.983 3.007 5.579
H -3.754 1.667 4.771
H 2.179 2.559 -3.028
H 4.079 -2.475 0.445
H -0.196 -2.000 4.716
H 5.094 3.505 -0.992
H -4.228 1.400 1.615
H 0.479 2.024 5.871
H -6.617 -0.115 -4.125
H -4.622 -1.879 -0.643
H 3.992 -1.231 -2.998
H 2.776 -3.957 -1.790
H 1.142 -2.381 -2.558
H -4.834 2.120 -2.512
H 1.964 -3.312 3.970
H 1.757 1.666 3.989
H 4.329 3.918 -2.515
H -2.143 -4.848 -1.150
H 0.886 4.117 4.528
H 2.066 -4.716 -4.758
H 5.331 2.497 -2.422
H -0.328 5.375 0.912
H -3.252 -3.462 2.105
H 4.873 -0.120 -2.118
H 5.341 -1.444 2.825
H -2.346 -0.737 -3.442
H -4.104 -4.037 0.047
H 2.435 1.022 -5.240
H 4.320 1.192 -3.908
H 4.027 -5.611 -4.544
H -2.703 1.096 -1.897
H -2.502 0.250 -4.651
H 0.579 1.977 0.235
H -3.209 5.871 -1.199
H -4.928 -0.334 3.186
H -0.908 5.256 -0.791
H -3.383 -0.328 4.134
H 3.122 -3.356 -4.350
H -4.790 1.512 -4.150
H -0.705 -0.393 -0.128
H -3.475 6.895 1.465
H 5.586 -3.178 0.856
H -2.977 2.693 -4.358
H 0.121 -1.908 -0.682
H 3.097 -0.564 -4.959

SMILES: COC[C@H](C)N.COC[C@H](C)N.COC[C@H](C)N.COC[C@H](C)N.NC(N)=O.NC(N)=O.NC(N)=O.OCCO.OCCO.OCCO.OCCO
Total charge: 0
HOMO-LUMO gap (eV): 9.6

---

Which of them is the least stable? Correct choice: arrangement A.